--- 1 ---
C6H10FN2 as an isolated structure, computed with wB97M-V/def2-TZVPD.

Geometry as ORCA input:
```
! wB97M-V def2-TZVPD RIJCOSX def2/J DEFGRID3
* xyz 1 1
C 1.2214 -1.5367 -0.1251
C -1.4110 0.6831 0.7998
C -1.4356 -0.6818 -1.2311
C 1.6882 -0.3092 0.6144
C -0.1637 1.5462 0.3699
C 0.0562 -0.6896 -0.4937
N -1.2606 -0.6813 0.1806
N 0.7230 0.5355 -0.1286
F 1.4650 1.1409 -1.2324
H 1.8307 -1.6665 -1.0976
H 1.0211 -2.4864 0.4050
H -1.4683 0.4778 1.8750
H -2.3589 1.0595 0.4940
H -1.6974 0.2587 -1.6832
H -1.8869 -1.6399 -1.7377
H 1.3328 -0.3957 1.5719
H 2.7176 0.0762 0.4065
H -0.5433 2.2063 -0.3045
H 0.1697 2.1027 1.3166
*
```

The HOMO energy comes out at -14.15 eV. For the LUMO energy, the calculation gives -4.09 eV.

=====

--- 2 ---
An isolated ion of composition C6H10FN2 and charge +1, computed with wB97M-V/def2-TZVPD.

Geometry as ORCA input:
```
! wB97M-V def2-TZVPD RIJCOSX def2/J DEFGRID3
* xyz 1 1
C 0.8549 1.6675 -0.0684
C -0.4885 1.7842 -0.1828
C 0.0396 -0.3840 -0.0697
C -0.1880 -1.8476 0.1087
C 2.4539 -0.2310 0.2619
C -2.5119 0.2771 -0.2645
N 1.1763 0.3169 0.0135
N -0.9889 0.4784 -0.2022
F -2.8791 -0.5597 0.7428
H 1.6617 2.3695 -0.0419
H -1.0866 2.6350 -0.4925
H -1.1732 -1.9889 0.6222
H 0.1529 -2.3837 -0.8513
H 0.5737 -2.2054 0.8170
H 2.3715 -0.7747 1.1818
H 2.6977 -0.9199 -0.5498
H 3.1766 0.5862 0.2849
H -3.0043 1.2102 -0.0155
H -2.8383 -0.0300 -1.2942
*
```

As for the SMILES: Cc1n(C)cc[n+]1CF. The HOMO energy comes out at -14.07 eV. For the LUMO energy, the calculation gives -2.86 eV.

=====

Decreasing stability: 2, 1

=====

--- 1 ---
A 2-piece molecular cluster, CO4S overall, computed with wB97M-V/def2-TZVPD.

Geometry as ORCA input:
```
! wB97M-V def2-TZVPD RIJCOSX def2/J DEFGRID3
* xyz 0 1
C -0.8953 1.0785 0.2503
O -0.4134 2.0895 0.3854
O 1.2855 -1.7024 -1.3053
O 0.5459 -0.2286 0.4969
O -1.6466 0.2620 0.0891
S 1.1239 -1.4990 0.0836
*
```

The HOMO energy comes out at -12.00 eV. For the LUMO energy, the calculation gives -1.75 eV.

=====

--- 2 ---
A 2-piece molecular cluster, CO4S overall, computed with wB97M-V/def2-TZVPD.

Geometry as ORCA input:
```
! wB97M-V def2-TZVPD RIJCOSX def2/J DEFGRID3
* xyz 0 1
C -1.7928 -0.3434 -0.1326
O -2.7383 0.2010 0.1550
O 1.5330 1.6084 0.2860
O -0.8396 -0.9232 -0.3756
O 2.1867 -0.7153 -0.4701
S 1.6511 0.1725 0.5373
*
```

The HOMO energy comes out at -11.82 eV. For the LUMO energy, the calculation gives -1.14 eV.

=====

Decreasing stability: 2, 1

=====

--- 1 ---
C4H11NOP as an isolated structure, computed with wB97M-V/def2-TZVPD.

Geometry as ORCA input:
```
! wB97M-V def2-TZVPD RIJCOSX def2/J DEFGRID3
* xyz 1 1
C 2.1136 -0.6117 -0.1448
C 1.5240 0.7392 0.1465
C 0.7760 -1.2069 0.2492
C -1.0031 0.7411 -0.3259
N 0.1977 0.1830 0.5461
O -1.1496 2.0344 0.0061
P -2.8220 -0.7674 0.0812
H 2.3978 -0.9248 -1.1229
H 2.9056 -1.0304 0.5074
H 1.8228 1.4046 1.0225
H 1.5873 1.4545 -0.8002
H 0.1462 -1.6994 -0.6494
H 0.5152 -1.7707 1.1662
H -0.6035 0.5053 -1.2519
H 0.0533 0.2356 1.5031
H -1.8388 2.0798 0.7164
H -2.8744 -1.6798 -1.1285
H -3.7482 0.3138 -0.5211
*
```

The HOMO energy comes out at -13.69 eV. For the LUMO energy, the calculation gives -3.85 eV.

=====

--- 2 ---
An isolated ion of composition C4H11NOP and charge +1, computed with wB97M-V/def2-TZVPD.

Geometry as ORCA input:
```
! wB97M-V def2-TZVPD RIJCOSX def2/J DEFGRID3
* xyz 1 1
C -0.3531 -1.2089 -0.0091
C -1.3825 -1.7740 -0.8549
C 2.2748 1.0285 -0.0595
C -0.1541 0.3273 -0.1221
N 1.0618 0.5679 0.7261
O 0.2061 -1.6834 0.9787
P -1.8846 1.7555 0.2469
H -2.1978 -2.3613 -0.3574
H -1.9552 -1.0961 -1.4663
H -0.9692 -2.6753 -1.4038
H 2.0625 1.9782 -0.7644
H 3.0709 1.2739 0.6248
H 2.5582 0.2311 -0.7531
H 0.1863 0.4793 -1.0919
H 1.3746 -0.3982 1.0136
H 0.7823 1.1925 1.5085
H -2.8608 0.7511 0.1636
H -1.8200 1.6118 1.6202
*
```

As for the SMILES: C[NH2+][C@H](P)C(C)=O. The HOMO energy comes out at -14.35 eV. For the LUMO energy, the calculation gives -4.41 eV.

=====

Decreasing stability: 2, 1

=====

--- 1 ---
H16Na4O12S as an isolated structure, computed with wB97M-V/def2-TZVPD.

Geometry as ORCA input:
```
! wB97M-V def2-TZVPD RIJCOSX def2/J DEFGRID3
* xyz 2 1
Na 2.9791 2.2261 1.6298
Na -0.7011 3.8431 -0.1382
Na -0.4522 3.2017 3.0422
Na -3.3443 1.9570 1.3812
S 0.1424 0.9559 0.5504
O 1.2395 0.8126 1.5231
O 0.5673 1.7461 -0.6237
O -0.3605 -0.3285 0.1243
O -1.0051 1.7291 1.1990
O 1.5899 -2.0700 -0.9402
H 1.2474 -2.3487 -1.7980
H 0.9219 -1.4691 -0.5870
O -0.7464 -3.6610 1.4788
H -1.1605 -2.7929 1.4631
H -1.2493 -4.1629 2.1289
O -2.2297 -1.0591 2.2245
H -3.1130 -0.9750 1.8491
H -1.6121 -0.8339 1.5052
O 1.0087 2.9356 -3.2118
H 0.9910 2.3573 -2.4422
H 0.9738 3.8392 -2.8847
O 2.3879 -1.7398 2.4486
H 1.6438 -2.3088 2.2122
H 2.1618 -0.8592 2.1375
O -2.7331 -1.3459 -0.9181
H -3.3066 -0.6019 -0.7033
H -1.8349 -1.0476 -0.6907
O 3.3687 2.1866 -0.7743
H 2.4205 1.9791 -0.8329
H 3.7872 1.4723 -1.2757
O -0.9510 -1.4227 -3.2458
H -1.1292 -0.4809 -3.3174
H -1.5020 -1.7339 -2.5139
*
```

The HOMO energy comes out at -14.59 eV. For the LUMO energy, the calculation gives -9.92 eV.

=====

--- 2 ---
H16Na4O12S as an isolated structure, computed with wB97M-V/def2-TZVPD.

Geometry as ORCA input:
```
! wB97M-V def2-TZVPD RIJCOSX def2/J DEFGRID3
* xyz 2 1
Na -0.0359 1.2352 2.8900
Na 1.3368 -0.2157 -2.8207
Na -1.4209 2.7651 -0.8466
Na 2.8278 1.6100 0.1617
S 0.2001 0.2562 0.1536
O -1.0524 0.6023 0.8590
O 0.1331 -0.8829 -0.7531
O 0.5652 1.4875 -0.6150
O 1.2877 -0.0057 1.1346
O 3.9133 0.3104 2.9795
H 3.3222 -0.0851 2.3292
H 3.5612 1.1832 3.1810
O -2.7963 -1.3349 -0.2100
H -2.1305 -0.6752 0.0006
H -2.7894 -1.9728 0.5102
O -1.1822 -2.9585 -2.5031
H -0.8042 -2.3524 -3.1425
H -0.9201 -2.6423 -1.6320
O -3.7286 1.2180 1.5254
H -3.7256 2.1621 1.7106
H -2.8564 0.9827 1.1938
O 2.0538 -2.4714 2.1035
H 2.1274 -3.0256 1.3183
H 1.8583 -1.5858 1.7865
O -2.4541 0.8350 -2.2049
H -2.6148 0.0431 -1.6623
H -2.0945 0.4711 -3.0191
O 0.2712 4.5306 -0.4890
H 1.1022 4.1277 -0.7559
H 0.1885 4.3238 0.4485
O 2.0912 -2.8858 -0.9492
H 2.4356 -2.7541 -1.8367
H 1.3305 -2.2960 -0.8460
*
```

The HOMO energy comes out at -15.91 eV. For the LUMO energy, the calculation gives -8.20 eV.

=====

Decreasing stability: 2, 1

=====

--- 1 ---
An isolated molecule of C5H13NOS, computed with wB97M-V/def2-TZVPD.

Geometry as ORCA input:
```
! wB97M-V def2-TZVPD RIJCOSX def2/J DEFGRID3
* xyz 0 1
C -1.4840 -0.1630 0.5759
C -0.4317 -0.3334 -0.4445
C -0.3017 1.1413 -1.1008
C 0.8062 2.0079 -0.4195
S 1.0690 3.5665 -1.3772
N 0.8402 -0.9718 0.1672
C 0.5605 -2.3708 0.6253
O 0.0506 -2.0800 1.9930
H -1.9067 0.7649 0.8543
H -2.4704 -0.6752 0.3613
H -1.2161 -0.6205 1.4471
H -0.7067 -1.1834 -1.2186
H -1.3270 1.6125 -0.9878
H 0.0693 0.9652 -2.1855
H 0.4271 2.2149 0.5268
H 1.7245 1.4490 -0.3201
H 1.0443 3.0979 -2.5913
H 1.2326 -0.3810 0.9141
H 1.5825 -2.8257 0.7222
H -0.1861 -2.8082 -0.1216
H 0.6236 -2.4070 2.5796
*
```

As for the SMILES: C[C@@H](CCS)NCO. The HOMO energy comes out at -8.79 eV. For the LUMO energy, the calculation gives 0.82 eV.

=====

--- 2 ---
A 2-piece molecular cluster, C5H13NOS overall, computed with wB97M-V/def2-TZVPD.

Geometry as ORCA input:
```
! wB97M-V def2-TZVPD RIJCOSX def2/J DEFGRID3
* xyz 0 1
C 2.5222 0.3509 1.3107
C 1.1322 0.5396 0.6797
C 1.2101 1.0572 -0.7529
C -0.1794 0.9357 -1.3331
S -0.5308 -0.7410 -1.8175
N 0.3362 1.4646 1.3662
C -2.2206 -0.7812 1.2210
O -1.2700 -1.7660 0.8596
H 3.1398 -0.2888 0.6847
H 2.4123 -0.0997 2.2987
H 3.0086 1.3115 1.4485
H 0.6055 -0.4550 0.6170
H 1.5233 2.1038 -0.6496
H 1.9326 0.5032 -1.3484
H -0.3779 1.6064 -2.1664
H -0.8982 1.2534 -0.5291
H -0.9461 -1.5342 -0.0489
H -0.0753 1.0190 2.1906
H -2.8227 -1.1543 2.0467
H -2.9168 -0.5413 0.4111
H -1.7077 0.1420 1.5091
*
```

The HOMO energy comes out at -8.24 eV. For the LUMO energy, the calculation gives -3.67 eV.

=====

Decreasing stability: 1, 2

=====

--- 1 ---
A 3-piece molecular cluster, CH9NO3 overall, computed with wB97M-V/def2-TZVPD.

Geometry as ORCA input:
```
! wB97M-V def2-TZVPD RIJCOSX def2/J DEFGRID3
* xyz 0 1
N -0.1834 0.1571 -1.5609
C -1.1334 0.5615 -0.5394
O -0.3343 1.3425 0.3632
H -0.2613 0.3719 -2.5401
H 0.6407 0.7134 -1.3689
H -1.9627 1.1706 -0.8620
H -1.6173 -0.1806 0.0815
H -0.6704 2.1503 0.7538
H -0.2707 -2.6753 0.2467
H 0.6168 -2.8130 1.2566
O -0.3560 -2.6259 1.2162
H 1.4218 0.7767 1.5495
H 1.8359 0.3274 0.3148
O 2.2744 0.7235 1.0888
*
```

As for the SMILES: NCO.O.O. The HOMO energy comes out at -10.02 eV. For the LUMO energy, the calculation gives 0.62 eV.

=====

--- 2 ---
A 4-piece molecular cluster, CH9NO3 overall, computed with wB97M-V/def2-TZVPD.

Geometry as ORCA input:
```
! wB97M-V def2-TZVPD RIJCOSX def2/J DEFGRID3
* xyz 0 1
C 2.2731 -2.6901 -0.8614
N 1.9694 -3.0532 0.3420
H 1.8673 -3.1151 -1.7450
H 3.0679 -1.9881 -0.9303
H 2.3397 -2.4479 1.0790
H -4.2641 2.4974 -1.9129
H -5.5112 1.6212 -1.0357
O -5.1961 2.1594 -1.9780
H -1.2567 1.8635 -1.2854
H -1.5224 0.7458 -2.2894
O -1.9082 1.4779 -1.8631
H 3.2721 0.5195 4.5332
H 1.9714 1.1624 3.9746
O 2.8978 1.2473 3.9725
*
```

As for the SMILES: C=N.O.O.O. The HOMO energy comes out at -10.12 eV. For the LUMO energy, the calculation gives 0.37 eV.

=====

Decreasing stability: 1, 2

=====

--- 1 ---
C27H28BrClCrN6O11 as an isolated structure, computed with wB97M-V/def2-TZVPD.

Geometry as ORCA input:
```
! wB97M-V def2-TZVPD RIJCOSX def2/J DEFGRID3
* xyz -1 4
Cr 0.7041 1.6896 -0.4189
O 1.3666 1.7941 5.9759
C 0.1904 1.2192 6.0720
O -0.2197 0.7704 7.1202
C -0.5916 1.0143 4.8499
C -1.8516 0.4340 4.8413
Cl -2.8408 0.0191 6.0991
N -2.2281 0.2699 3.5609
N -1.2907 0.6856 2.7113
C -0.3060 1.1966 3.4621
C 0.8885 1.8662 2.7863
O 1.8260 2.2522 3.5079
O 0.7746 1.9931 1.5488
C -3.3957 -0.2888 3.0105
C -3.3870 -1.5104 2.3953
C -4.5307 -2.0358 1.8481
C -5.7124 -1.3518 2.0127
C -5.7390 -0.0785 2.6158
C -4.5667 0.4063 3.1995
H 1.6256 2.1013 5.0405
H -2.4571 -2.1169 2.2629
H -4.4253 -2.9751 1.3171
H -6.6422 -1.6368 1.5279
H -6.6615 0.4812 2.6875
H -4.4898 1.4147 3.6399
N -1.2751 1.1806 -0.2651
C -2.0502 2.3790 -0.5656
C -1.2058 3.6604 -0.5434
O -1.7874 4.7221 -0.4022
O 0.0713 3.4357 -0.5927
H -1.5217 0.4347 -0.9126
H -1.5664 0.8934 0.6784
H -2.8135 2.5618 0.2081
H -2.5561 2.2514 -1.5483
C 4.6446 2.2264 -1.7622
C 3.4641 1.4638 -1.3081
O 3.4628 0.2493 -1.4780
O 2.5931 2.1566 -0.6387
H 5.5463 1.6182 -1.6975
H 4.7067 3.1978 -1.2534
H 4.4393 2.5367 -2.8139
Br -1.5889 0.6217 -8.1330
C -0.1583 0.7587 -6.8855
C 1.1804 0.8770 -7.2468
N 2.1549 1.0589 -6.3440
C 1.8275 1.1342 -5.0341
C 0.5340 0.9792 -4.5998
C -0.4291 0.7571 -5.5351
C 0.0699 0.9368 -3.1880
O -1.1003 0.4799 -2.9832
O 0.8958 1.4294 -2.3518
H 1.4748 0.9123 -8.2862
H 2.5942 1.3827 -4.3283
H -1.4352 0.6013 -5.2154
C 2.0474 -1.1353 2.1834
N 1.8691 -2.1091 1.1093
C 1.7791 -3.5207 1.4527
C 2.1808 -4.3083 0.2416
C 1.3867 -3.8835 -1.0031
N 1.1262 -2.4681 -1.0953
C 0.9821 -1.8488 -2.3910
C 1.3580 -1.6169 -0.0571
O 1.0410 -0.4272 -0.1162
H 2.7016 -1.5668 2.9500
H 1.0789 -0.8789 2.6614
H 2.4443 -0.2044 1.8069
H 0.8071 -3.7811 1.8617
H 2.5165 -3.7473 2.3036
H 2.0589 -5.3918 0.3890
H 3.1877 -4.0577 0.0835
H 0.3982 -4.3557 -1.0640
H 1.9700 -4.2174 -1.8577
H 1.5202 -2.4165 -3.1244
H 1.4373 -0.8681 -2.2849
H -0.1023 -1.7069 -2.6975
*
```

The HOMO energy (spin up / spin down) comes out at -6.43 / -6.46 eV. As for the expectation value of S²: 3.77. For the LUMO energy (spin up / spin down), the calculation gives 1.98 / 1.97 eV.

=====

--- 2 ---
C27H28BrClCrN6O11 as an isolated structure, computed with wB97M-V/def2-TZVPD.

Geometry as ORCA input:
```
! wB97M-V def2-TZVPD RIJCOSX def2/J DEFGRID3
* xyz -1 4
Cr -0.0550 0.3738 -0.2151
O -4.1123 2.4223 -3.8324
C -4.0921 3.2568 -2.8119
O -4.8216 4.2215 -2.7612
C -3.1242 2.9991 -1.7252
C -2.8673 3.8080 -0.6313
Cl -3.7301 5.1529 -0.0701
N -1.8334 3.2794 0.0828
N -1.4082 2.1464 -0.5030
C -2.1611 1.9558 -1.5764
C -1.8714 0.7243 -2.3808
O -2.4550 0.5070 -3.4315
O -0.9673 -0.0308 -1.8878
C -1.1383 3.8681 1.1988
C -0.8034 5.2172 1.1368
C -0.2289 5.8096 2.2574
C 0.0262 5.0288 3.3663
C -0.2745 3.6765 3.3897
C -0.8538 3.0811 2.2850
H -3.4717 1.6431 -3.7383
H -0.9725 5.7994 0.2263
H 0.0277 6.8625 2.1784
H 0.5092 5.4681 4.2207
H -0.0013 3.0811 4.2492
H -1.1265 2.0182 2.3035
N 3.5614 0.0651 -0.5904
C 3.6315 1.3685 -1.2108
C 2.2400 2.0080 -1.4926
O 2.1977 3.1402 -1.9046
O 1.2261 1.2680 -1.2880
H 2.9756 0.0733 0.2477
H 4.4586 -0.2806 -0.3097
H 4.1282 1.2839 -2.1818
H 4.1489 2.1290 -0.6071
C -3.5257 -0.4147 2.0772
C -2.7159 -0.5825 0.8097
O -3.1686 -1.0421 -0.2192
O -1.4939 -0.2137 0.9956
H -4.4684 -0.9571 1.9587
H -3.7634 0.6384 2.1854
H -2.9476 -0.7652 2.9452
Br 2.7303 -4.7094 1.0950
C 2.8297 -3.2279 2.2817
C 3.4411 -3.3293 3.5126
N 3.4574 -2.3122 4.3787
C 2.7890 -1.1979 4.0500
C 2.1711 -1.0156 2.8329
C 2.2250 -2.0323 1.8977
C 1.4332 0.3145 2.5794
O 1.2685 1.0445 3.5378
O 1.1477 0.5468 1.3571
H 3.9312 -4.2552 3.8151
H 2.7618 -0.3669 4.7480
H 1.7990 -1.9052 0.9344
C 1.6362 -1.3372 -3.0865
N 0.8551 -2.4428 -2.5245
C 0.6699 -3.5710 -3.4207
C -0.5394 -4.3851 -3.0236
C -0.5029 -4.6994 -1.5386
N -0.3583 -3.4499 -0.8001
C -0.8724 -3.4226 0.5646
C 0.3838 -2.4288 -1.2741
O 0.6429 -1.4674 -0.4907
H 2.5286 -1.7173 -3.5682
H 1.9035 -0.6711 -2.2758
H 1.0228 -0.7907 -3.8074
H 1.5814 -4.1949 -3.4272
H 0.5293 -3.2015 -4.4267
H -0.6064 -5.2836 -3.6464
H -1.4455 -3.8067 -3.2071
H 0.3258 -5.3898 -1.2987
H -1.4399 -5.1722 -1.2171
H -0.5106 -4.2876 1.1031
H -1.9540 -3.3895 0.5448
H -0.5129 -2.5334 1.0553
*
```

The HOMO energy (spin up / spin down) comes out at -6.52 / -6.54 eV. As for the expectation value of S²: 3.77. For the LUMO energy (spin up / spin down), the calculation gives 2.02 / 2.02 eV.

=====

Decreasing stability: 2, 1

=====

--- 1 ---
An isolated molecule of C7H10OS, computed with wB97M-V/def2-TZVPD.

Geometry as ORCA input:
```
! wB97M-V def2-TZVPD RIJCOSX def2/J DEFGRID3
* xyz 0 1
O -0.0894 0.0793 -2.4828
S -0.3863 0.0856 1.3198
C -0.3853 0.0978 -1.3188
C -1.3693 0.9487 -0.9472
C -1.5225 1.0979 0.4201
C -2.5616 2.0254 1.1329
C 2.5890 -1.8747 0.4806
C 0.2068 -0.7736 -0.2244
C 1.7941 -0.8706 -0.3467
H -2.0709 1.3333 -1.7689
H -2.1777 2.7660 1.9056
H -3.1340 2.6809 0.3525
H -3.3392 1.3646 1.5207
H 3.5716 -2.0687 0.0087
H 2.6982 -1.6285 1.5326
H 2.0607 -2.7427 0.4178
H -0.1040 -1.7798 -0.4167
H 2.0341 -0.9488 -1.3925
H 2.1856 0.2077 -0.1933
*
```

As for the SMILES: CC[C@H]1SC(C)=CC1=O. The HOMO energy comes out at -8.64 eV. For the LUMO energy, the calculation gives 0.39 eV.

=====

--- 2 ---
A 2-piece molecular cluster, C7H10OS overall, computed with wB97M-V/def2-TZVPD.

Geometry as ORCA input:
```
! wB97M-V def2-TZVPD RIJCOSX def2/J DEFGRID3
* xyz 0 1
C -1.8960 -1.4435 -1.2129
C 1.0604 -0.7056 -0.1024
C 0.9442 0.7077 -0.6394
C 0.3182 -0.9133 1.2124
C -0.6306 1.1038 -0.8277
C -0.9962 -0.3520 1.2379
C -1.4135 0.4839 0.3254
O -2.8884 -1.9602 -1.2403
S -3.0045 1.1945 0.5391
H 0.5691 -1.2490 -0.8478
H 2.2003 -1.0238 0.1006
H 1.3796 1.3697 0.1515
H 1.3755 0.7078 -1.5594
H 0.1749 -1.9389 1.4019
H 0.9332 -0.4447 1.9525
H -1.0353 2.1410 -0.7515
H -1.1688 0.5581 -1.6625
H -1.6963 -0.7000 1.9679
H -3.3294 0.3658 1.6010
*
```

The HOMO energy comes out at -8.23 eV. For the LUMO energy, the calculation gives 0.83 eV.

=====

Decreasing stability: 1, 2